{"formula": "C6H10O", "method": "ωB97M-V/def2-TZVPD", "elements": ["C", "C", "O", "C", "H", "H", "H", "H", "C", "C", "C", "H", "H", "H", "H", "H", "H"], "xyz": [[-1.027, 0.524, 1.736], [-0.906, 0.014, 0.645], [-1.120, -0.502, -0.540], [-2.479, -0.776, -0.822], [-1.019, 0.964, 2.688], [-2.507, -1.195, -1.825], [-3.080, 0.138, -0.791], [-2.889, -1.499, -0.110], [1.834, -1.085, 0.170], [1.648, 0.204, 0.436], [1.526, 1.277, -0.602], [2.158, -1.781, 0.927], [1.581, -1.512, -0.787], [1.808, 0.569, 1.450], [1.257, 0.845, -1.564], [2.463, 1.826, -0.699], [0.753, 1.987, -0.310]], "forces_ev_per_angstrom": [[0.1, -0.6, -1.3], [-1.7, 0.4, 0.7], [1.2, 0.2, 0.4], [-0.8, -0.1, -0.1], [0.1, 0.2, 0.5], [0.0, 0.0, 0.0], [0.1, -0.1, 0.0], [0.1, 0.1, 0.0], [-0.2, 0.1, 0.2], [1.5, 0.0, -0.1], [-0.7, -0.2, 0.1], [-0.2, -0.1, 0.2], [0.3, 0.1, -0.4], [0.0, -0.2, -0.1], [0.1, 0.1, -0.1], [0.0, -0.1, 0.0], [0.0, 0.2, -0.1]], "mulliken_charge": [-0.0756, -0.1547, -0.2981, -0.7394, 0.4551, 0.2411, 0.3033, 0.2964, -0.6257, -0.2400, -0.9628, 0.2723, 0.2444, 0.3835, 0.2869, 0.3364, 0.2770], "de_lowest_kj_mol": 358.7, "homo_energy_ha": -0.3209, "homo_lumo_gap_ha": 0.357, "mol_weight_g_mol": 98.14, "lumo_energy_ha": 0.036}